{
  "formula": "C8H17N2",
  "method": "wB97M-V/def2-TZVPD",
  "symbols": ["N", "N", "C", "C", "C", "C", "C", "C", "C", "C", "H", "H", "H", "H", "H", "H", "H", "H", "H", "H", "H", "H", "H", "H", "H", "H", "H"],
  "xyz": [[-2.17815, -0.01089, -0.09167], [-0.56080, -1.50643, -0.20593], [2.23719, -1.20458, -0.10392], [-1.83436, -1.24977, -0.02362], [0.09440, -0.32202, -0.82432], [1.09007, 0.23247, 1.49076], [-3.38303, 0.68604, 0.32181], [1.38555, 0.06946, 0.00324], [-1.01243, 0.71207, -0.70552], [2.09869, 1.29322, -0.59243], [2.06889, 0.08660, 1.91856], [0.21772, -0.46143, -1.93637], [2.68203, 0.89021, -1.49315], [2.73170, 1.74805, 0.06584], [-3.21123, 1.39743, 1.01083], [3.20819, -0.97754, -0.42383], [-0.05162, -2.37552, 0.00914], [1.83614, -1.93846, -0.85067], [-3.95479, -0.07301, 0.84777], [-0.85684, 1.61557, 0.00720], [-1.17738, 1.04194, -1.65228], [0.53823, 1.09554, 1.69861], [2.48147, -1.70054, 0.81088], [1.56661, 2.20123, -0.87200], [-3.70976, 1.30066, -0.59031], [-2.66577, -1.88239, 0.30398], [0.35928, -0.66792, 1.87738]],
  "forces_ev_per_a": [[1.66, 8.10, -1.72], [4.14, 0.45, -1.19], [-0.29, -0.60, -1.11], [-5.45, -7.27, 1.87], [-0.23, 0.43, 0.92], [-1.83, -3.50, -0.31], [0.28, -2.22, -3.06], [-0.83, -1.02, -0.59], [-0.56, 0.51, 4.24], [-0.52, -1.75, -2.99], [-0.08, 0.59, 0.96], [0.60, -0.33, 1.07], [-0.70, 1.06, 1.12], [2.33, 0.42, 2.09], [1.26, 2.60, 2.64], [1.46, 0.51, -0.95], [-0.54, 0.72, -0.06], [0.45, 0.49, 0.65], [-1.03, 0.18, -0.78], [0.30, -1.42, -1.32], [-1.24, 1.41, -2.74], [-0.21, 1.67, 0.73], [-0.63, -0.45, 0.86], [-1.03, -0.47, -0.44], [-0.47, -1.46, 1.13], [1.15, -0.65, -0.22], [2.01, 1.98, -0.81]],
  "lowdin_charge": [-0.06, 0.16, -0.05, -0.23, -0.19, -0.03, 0.05, -0.53, -0.03, -0.02, 0.09, 0.19, 0.12, 0.05, 0.06, 0.07, 0.18, 0.10, 0.11, 0.18, 0.11, 0.05, 0.08, 0.09, 0.16, 0.14, 0.15],
  "spin_multiplicity": 3,
  "charge": 1,
  "fmax_ev_per_a": 9.277,
  "homo_ev": [-9.6, -15.1],
  "gap_ha": [0.259, 0.292],
  "e_lumo_ev": [-2.59, -7.19]
}